ORCA calculation (ωB97M-V with the def2-TZVPD basis set) on 4 unconnected molecules or ions with the total composition C32H25F27O6 at a distorted geometry.

Calculated total energy   -4382.0321 hartree
HOMO   -9.27 eV

ORCA input file:
```
! wB97M-V def2-TZVPD RIJCOSX def2/J DEFGRID3
* xyz 0 1
F 0.2920 0.5529 3.1973
F -4.7685 1.3255 0.8702
F -6.1914 3.8691 -1.0437
F -2.9200 -3.6131 7.7228
F -6.2348 4.9832 -2.9555
F 5.9916 3.2832 -2.2036
F 8.0012 1.4866 -2.7772
F -1.1818 -4.0484 5.6477
F -0.1401 -2.2224 3.0560
F 1.1680 -1.3722 10.7535
F 0.4083 -0.7561 8.1766
F 0.2996 -3.1389 9.8332
F -5.4440 -1.1854 1.7418
F -6.5849 2.7973 -3.0488
F -0.3197 -4.4569 7.5968
F 8.6665 2.9915 -1.3832
F -1.6947 -0.0624 3.7703
F 5.5202 1.3774 -1.2715
F -1.6325 -1.8895 1.5123
F -3.6453 -1.3132 2.9432
F 6.2530 -0.2175 -3.0973
F 7.7757 -2.5391 -0.9067
F -3.3238 -0.2013 0.3186
F 5.6676 -2.2524 -2.6385
F 2.5554 -0.8444 8.3636
F 6.3941 -0.9664 -0.3324
F -1.6254 -2.0911 8.5609
O -1.3503 0.9335 1.7835
O -1.0448 0.6766 -7.4942
O 8.2620 0.9731 -0.6041
O -2.1582 4.1321 -4.0415
O 1.5407 -2.5109 7.3454
O -4.5041 3.6420 -2.6163
C -0.7464 -3.4531 6.7950
C -3.8134 0.4913 1.3758
C -1.9403 -2.7252 7.4145
C 6.7228 -1.3970 -2.6488
C 1.4338 -1.5992 8.4045
C -0.8532 0.0170 2.7196
C 2.3424 1.1335 -5.0623
C 7.3333 -1.2951 -1.2507
C 1.5906 1.8635 -6.2346
C -4.1824 0.0001 -3.2759
C 1.3444 -2.2882 9.7703
C -1.0430 1.0450 -6.3385
C -2.6964 1.3855 1.9494
C -5.2672 -0.5116 -2.2277
C -2.5158 1.6863 -4.2349
C -0.2250 2.9287 -4.8038
C -5.8528 3.7672 -2.3862
C 2.8552 0.6394 -4.0817
C 6.3927 2.4072 -1.2517
C -0.5456 -1.3503 2.1005
C -2.8094 -0.6706 -5.3810
C -1.7247 3.0285 -4.3011
C -4.5004 -0.4420 2.3735
C -3.8328 -0.9924 -4.3468
C 0.4586 -2.5717 6.4118
C -3.9727 2.3993 -2.1031
C -2.1707 0.6698 -5.2921
C -3.5579 1.3632 -3.2025
C -2.4753 -1.7697 -6.4434
C 0.0865 1.9931 -5.7625
C 7.8272 1.9406 -1.5214
C 8.5322 -0.3380 -1.1054
H -4.9857 -1.5969 -2.0336
H 9.1483 -0.3069 -2.0070
H 2.2554 -2.8534 9.9797
H -2.8973 1.6885 2.9795
H 7.4518 -1.7789 -3.3687
H 6.3203 2.8946 -0.2768
H -4.9982 0.1271 3.1635
H -4.7712 1.9352 -1.4490
H -1.5158 -2.2705 -6.1080
H -3.2857 -2.5556 -6.5016
H 0.2407 -1.2689 1.3466
H -2.3167 -1.3715 -7.4808
H 0.5443 3.6119 -4.3454
H -4.3173 -2.0120 -4.3923
H -2.3597 -1.9961 6.7156
H -6.3118 -0.4914 -2.6460
H 1.9897 2.9075 -6.3518
H 2.9529 0.0040 -3.1665
H -2.7347 2.3151 1.3756
H -5.1693 0.0011 -1.2304
H 9.1780 -0.7834 -0.3446
H 1.6024 1.2527 -7.1774
H 0.1548 -1.5769 6.0778
H 0.8994 -3.0364 5.5266
H -3.0812 2.5456 -1.4132
*
```

Here are the Mulliken charges for atoms 1 to 4, given in e: number 1, F, carries -0.32; number 2, F, carries -0.32; number 3, F, carries -0.25; number 4, F, carries -0.28